[1]
Formula: C3H12N6O3Tl
Source: the OMol25 dataset
Level of theory: ωB97M-V/def2-TZVPD

Each line ends with the natural charge from an NBO analysis.
Atoms and positions in Å:
Tl -1.09574 0.76302 0.81402  1.1338
C -0.14321 -2.82403 -0.55313  0.7559
O -0.71963 -2.01363 0.23075  -0.5493
N 0.46540 -2.37159 -1.67092  -0.7087
N -0.10194 -4.12992 -0.31883  -0.6945
H 0.56882 -1.39740 -1.88265  0.4180
H 0.85878 -3.02092 -2.33994  0.4357
H -0.57669 -4.51830 0.48501  0.4516
H 0.49717 -4.74340 -0.85248  0.4400
C 1.92582 -0.39886 3.03710  0.7530
O 1.24833 -0.50009 1.98167  -0.5305
N 1.57882 0.37363 4.08890  -0.6823
N 3.02174 -1.17342 3.22680  -0.6499
H 1.97952 0.09503 4.97166  0.4371
H 0.72640 0.91061 4.05874  0.4294
H 3.29743 -1.76854 2.45510  0.4438
H 3.38612 -1.33965 4.15322  0.4433
C -2.08442 3.29382 -2.32857  0.7527
O -2.01079 2.71979 -1.20974  -0.5369
N -2.94085 4.31617 -2.53143  -0.6311
N -1.12364 3.11002 -3.27124  -0.6603
H -3.27482 4.37582 -3.49071  0.4346
H -3.54432 4.68760 -1.80479  0.4596
H -1.44705 3.19549 -4.23243  0.4369
H -0.49126 2.35873 -3.01610  0.4180

Results
Spin multiplicity   1
Total charge   +3
Frontier orbital gap   2.37 eV
Lowest unoccupied orbital energy   -16.94 eV
Relative energy (zero: lowest compared OMol25 entry of this formula, charge and spin)   30.8 kcal/mol

=====

[2]
Formula: C34H48AsNPdS2Si3Te
Source: the OMol25 dataset
Level of theory: ωB97M-V/def2-TZVPD

Each line ends with the Löwdin charge.
Atoms and positions in Å:
Pd 0.26966 0.86788 0.19813  0.1989
C -1.44500 -4.61426 4.17383  -0.1780
Si -2.38880 -3.25274 3.26471  0.5369
C -4.00722 -2.85350 4.15821  -0.1772
C -2.82704 -3.89962 1.55477  -0.2159
C -1.31028 -1.68851 3.40734  -0.2448
C -0.95533 -1.28995 4.68785  -0.0956
C -0.17021 -0.16479 4.91022  -0.0696
C 0.24596 0.55168 3.81232  -0.1773
N -0.06985 0.21455 2.56304  -0.0387
C -0.83075 -0.87754 2.34633  -0.7352
S -1.15231 -1.18555 0.67299  0.5644
H -2.06374 -5.50940 4.27075  0.0291
H -1.14092 -4.30972 5.17733  0.0215
H -0.54396 -4.89047 3.62276  0.0334
H -4.60678 -3.75726 4.29031  0.0287
H -4.59988 -2.14454 3.57646  0.0306
H -3.83860 -2.41717 5.14485  0.0228
H -3.40812 -4.82113 1.65513  0.0329
H -1.93875 -4.11996 0.96391  0.0185
H -3.42322 -3.18111 0.99404  0.0150
H -1.29964 -1.86955 5.53913  0.1008
H 0.10268 0.14863 5.90826  0.1008
H 0.84747 1.44795 3.92684  0.1027
S 0.25408 -0.23707 -2.10293  0.5181
C 1.88542 -0.28575 -2.73115  -0.7153
C 2.08535 -0.26347 -4.11570  -0.1285
C 3.36314 -0.29504 -4.64500  -0.0920
C 4.46689 -0.35526 -3.80496  -0.0929
C 4.27951 -0.40254 -2.43280  -0.1007
C 3.00137 -0.37038 -1.88365  -0.4220
As 2.67225 -0.33554 0.04617  1.3088
C 4.56258 -0.25979 0.62485  -0.3989
C 5.17777 -1.46858 0.94256  -0.1279
C 6.51826 -1.50967 1.29437  -0.0888
C 7.25714 -0.33648 1.34503  -0.0907
C 6.64967 0.87357 1.04196  -0.0807
C 5.31077 0.91174 0.68043  -0.1025
C 2.38589 1.62630 0.14897  -0.5345
C 2.38278 2.48758 -0.95712  -0.1113
C 2.37358 3.86516 -0.77978  -0.0866
C 2.34526 4.41145 0.49442  -0.0906
C 2.32185 3.57673 1.60232  -0.0862
C 2.34072 2.20155 1.43350  -0.1583
H 1.22351 -0.22848 -4.76997  0.0939
H 3.50209 -0.26106 -5.71869  0.1017
H 5.46922 -0.36431 -4.21315  0.0990
H 5.13989 -0.46177 -1.77818  0.0925
H 4.59545 -2.38299 0.90295  0.0970
H 6.98932 -2.45520 1.53141  0.1023
H 8.30353 -0.36466 1.62064  0.1012
H 7.22227 1.79186 1.08096  0.1032
H 4.85416 1.86120 0.43008  0.0981
H 2.45477 2.08046 -1.95769  0.1026
H 2.39011 4.51543 -1.64597  0.1095
H 2.33653 5.48613 0.62325  0.1078
H 2.29854 3.99882 2.59952  0.1083
H 2.41583 1.54800 2.29459  0.0887
C -3.78401 3.88241 -3.41840  -0.1879
Si -1.91492 3.66867 -3.58712  0.4176
C -1.11495 5.19606 -4.36495  -0.1827
C -1.56522 2.11856 -4.58844  -0.1893
C -1.19577 3.55004 -1.83291  -0.5318
Te -1.92848 1.82887 -0.76430  1.2598
C -3.34486 2.95026 0.43207  -0.5431
Si -2.76181 4.04045 1.86689  0.4317
C -4.21293 5.15808 2.32815  -0.1856
C -2.32804 2.94884 3.33239  -0.1667
C -1.28431 5.09525 1.37346  -0.1832
H -4.26498 3.87146 -4.39826  0.0298
H -4.04615 4.82137 -2.92595  0.0301
H -4.20028 3.06044 -2.83099  0.0149
H -1.46539 5.34376 -5.38894  0.0272
H -0.02785 5.09771 -4.39499  0.0265
H -1.35435 6.09686 -3.79597  0.0272
H -2.00432 2.18435 -5.58703  0.0329
H -1.98528 1.24542 -4.08936  0.0115
H -0.49375 1.94826 -4.69806  0.0202
H -1.45871 4.43411 -1.25224  -0.0036
H -0.11338 3.46523 -1.84887  -0.0185
H -4.02178 2.18615 0.82256  0.0077
H -3.91142 3.53477 -0.29660  -0.0013
H -5.09948 4.56960 2.57394  0.0295
H -4.47796 5.83628 1.51435  0.0276
H -3.96762 5.76667 3.20165  0.0289
H -3.20821 2.42797 3.71613  0.0388
H -1.90449 3.53534 4.15095  0.0369
H -1.59662 2.19593 3.04275  -0.0030
H -1.54373 5.82859 0.60630  0.0317
H -0.48600 4.46384 0.98488  0.0010
H -0.89201 5.64308 2.23348  0.0366

Results
<S²>   2.014
Spin multiplicity   3
Total charge   0
Frontier orbital gap (alpha / beta)   7.43 / 5.97 eV
Lowest unoccupied orbital energy (alpha / beta)   0.40 / -1.25 eV

=====

[3]
Formula: C5H9NO2
Source: the OMol25 dataset
Level of theory: ωB97M-V/def2-TZVPD

Each line ends with the natural charge from an NBO analysis.
Atoms and positions in Å:
O 2.45686 -0.07563 -0.11757  -0.6869
C 1.19809 -0.14460 -0.49797  0.1105
C 0.33784 -1.11596 0.12333  -0.1333
C -1.22317 -1.15301 -0.36192  -0.1052
O -1.84741 0.04659 0.25716  -0.5552
C -0.87857 1.23350 -0.28569  -0.1305
C 0.49055 0.98884 0.30326  -0.1748
N 0.24967 -0.18800 1.25066  -0.6152
H 2.47280 0.34899 0.77799  0.4797
H 1.16646 0.03092 -1.50550  0.1557
H 0.84479 -2.00122 0.40632  0.2089
H -1.55965 -1.90362 0.41146  0.2099
H -1.29524 -1.25951 -1.40088  0.1973
H -0.83570 1.35651 -1.46790  0.2020
H -1.80739 2.13774 -0.05321  0.2340
H 1.05301 1.77109 0.74447  0.2112
H -0.82296 -0.07262 1.41598  0.3919

Results
Spin multiplicity   1
Total charge   0
Frontier orbital gap   10.05 eV
Lowest unoccupied orbital energy   0.92 eV
Relative energy (zero: lowest compared OMol25 entry of this formula, charge and spin)   141.7 kcal/mol

=====

[4]
Formula: C6H10O
Source: the OMol25 dataset
Level of theory: ωB97M-V/def2-TZVPD

Each line ends with the natural charge from an NBO analysis.
Atoms and positions in Å:
C -0.05063 -1.98617 -0.50166  -0.4026
C 0.70588 -1.00952 0.15323  -0.0425
C 1.59237 -1.36222 1.34121  -0.6378
C 0.53132 0.40691 -0.22770  -0.2513
C -0.29631 0.99981 -1.14711  -0.1532
C -1.12173 2.15220 -0.63850  -0.1182
O -2.34240 1.42629 -0.28976  -0.7231
H -0.03065 -3.06131 -0.24273  0.1938
H -1.04751 -1.75403 -1.01748  0.2105
H 2.55130 -1.56536 0.97781  0.2237
H 1.66943 -0.43906 2.01727  0.2139
H 1.09859 -2.17629 2.05796  0.2253
H 1.10420 1.13002 0.35675  0.1917
H -0.21728 0.73359 -2.24647  0.2207
H -0.50353 2.58676 0.24207  0.1787
H -1.27991 2.82231 -1.45154  0.1898
H -2.36314 1.09607 0.61666  0.4805

Results
Spin multiplicity   1
Total charge   0
Frontier orbital gap   8.00 eV
Lowest unoccupied orbital energy   0.13 eV
Relative energy (zero: lowest compared OMol25 entry of this formula, charge and spin)   79.7 kcal/mol

=====

[5]
Formula: C43H88Br3N7O7
Source: the OMol25 dataset
Level of theory: ωB97M-V/def2-TZVPD

Each line ends with the Löwdin charge.
Atoms and positions in Å:
C -1.35745 -1.96527 5.20730  -1.4435
Br -2.85401 -2.92707 6.16821  0.5551
Br -0.98734 -0.36126 6.23572  0.6672
Br -1.75105 -1.75478 3.28365  0.6555
H -0.39516 -2.47669 5.23077  -0.0194
C 2.51517 1.40739 -5.35750  -0.0318
C 1.14076 1.27380 -6.18004  -0.4350
C 1.55285 0.42808 -7.44976  -0.1521
C 1.57516 -1.06221 -7.20883  -0.2121
C 0.31551 -1.52002 -6.52218  -0.1448
C -0.11440 -0.76877 -5.17963  -0.4534
N -0.05749 0.67091 -5.44782  0.0066
O -0.22743 1.47690 -4.13791  -0.0337
C -1.65068 -1.06028 -4.87958  -0.0338
C 0.74892 -1.39004 -4.01688  -0.0133
C 0.87805 2.71691 -6.70209  -0.0419
H 3.22404 1.89162 -6.02918  0.0790
H 2.88867 0.42341 -5.07401  0.0544
H 2.58452 2.02658 -4.46314  0.0730
H 0.78391 0.51831 -8.21702  0.1160
H 2.46401 0.71167 -7.97651  0.1215
H 2.42466 -1.31862 -6.57583  0.1042
H 1.64889 -1.72318 -8.07242  0.1175
H 0.30090 -2.59958 -6.37242  0.1150
H -0.48138 -1.33728 -7.24307  0.1148
H -2.38566 -0.48175 -5.43923  0.0800
H -1.89607 -2.07711 -5.18608  0.0694
H -1.91865 -1.11666 -3.82454  0.0539
H 1.79677 -1.16633 -4.21705  0.0621
H 0.42936 -1.01674 -3.04394  0.0629
H 0.59833 -2.46622 -3.93169  0.0758
H -0.12065 2.65431 -7.13428  0.0802
H 1.63049 2.82777 -7.48289  0.0813
H 0.83645 3.44138 -5.88876  0.0808
C 7.60318 1.45125 -1.36795  -0.0355
C 7.06110 0.21020 -2.12616  -0.4471
C 7.74557 -0.95650 -1.41056  -0.1700
C 7.11551 -1.36767 -0.08512  -0.1775
C 5.60402 -1.74076 -0.20094  -0.1077
C 4.84903 -0.53872 -0.87087  -0.4374
N 5.49148 0.12775 -2.09593  0.0038
O 4.85835 1.29528 -2.70491  -0.0599
C 3.56090 -1.23266 -1.36229  -0.0537
C 4.56836 0.45313 0.24127  -0.0564
C 7.58248 0.13294 -3.57846  -0.0402
H 7.30100 1.42763 -0.32094  0.0709
H 7.26251 2.36877 -1.84772  0.0822
H 8.68424 1.57506 -1.30408  0.0859
H 7.89791 -1.80721 -2.07477  0.1173
H 8.73166 -0.59916 -1.11385  0.1155
H 7.20264 -0.53766 0.61602  0.0916
H 7.74220 -2.14876 0.34528  0.1096
H 5.27258 -1.96643 0.81262  0.1252
H 5.46165 -2.56405 -0.90096  0.1108
H 2.96683 -0.70746 -2.11018  0.0668
H 3.63645 -2.11818 -1.99335  0.0800
H 2.85782 -1.40055 -0.54647  0.0623
H 4.43949 1.47894 -0.10397  0.0733
H 3.64922 0.14814 0.74151  0.0762
H 5.31769 0.59085 1.02079  0.0677
H 8.62684 0.44049 -3.63160  0.0887
H 7.05543 0.91676 -4.12248  0.0709
H 7.37538 -0.77398 -4.14652  0.0845
C -4.99755 0.15813 2.67984  -0.0043
C -6.47510 0.50229 2.98701  -0.4358
C -7.36116 -0.69208 2.59337  -0.1023
C -7.27042 -1.92062 3.56811  -0.1403
C -7.61818 -1.51457 4.98269  -0.1102
C -6.77572 -0.24107 5.45364  -0.4240
N -6.71574 0.82681 4.41757  0.0819
O -6.24176 2.04584 4.90289  0.2914
C -7.54363 0.15355 6.77145  -0.0304
C -5.45433 -0.70134 6.07359  -0.0646
C -6.97796 1.75928 2.11229  0.0248
H -4.76868 -0.73615 3.25950  0.0368
H -4.26116 0.91535 2.94901  0.1004
H -4.92256 -0.24424 1.66960  0.0971
H -8.40235 -0.36996 2.57722  0.1314
H -7.13756 -1.08802 1.60276  0.1159
H -6.26617 -2.34435 3.56307  0.1118
H -7.87385 -2.77918 3.27342  0.1249
H -7.60872 -2.27829 5.76034  0.1349
H -8.59689 -1.07360 5.17180  0.1117
H -8.56481 0.44620 6.52719  0.0935
H -7.52441 -0.68906 7.46263  0.1024
H -7.10781 0.97093 7.34595  0.0916
H -4.99713 0.10542 6.64649  0.1009
H -5.63264 -1.55963 6.72138  0.0874
H -4.81496 -1.01857 5.24977  0.0287
H -6.21788 2.53955 2.07304  0.0909
H -7.92051 2.08102 2.55522  0.0924
H -7.09586 1.29003 1.13555  0.0967
C 1.33371 1.47206 4.65470  -0.0509
C 0.73072 2.60380 3.71230  -0.4071
C 0.71424 3.94484 4.51081  -0.1562
C 1.98684 4.64506 4.29871  -0.2117
C 2.46501 4.88314 2.82643  -0.0913
C 2.59295 3.48070 2.04208  -0.4749
N 1.42793 2.65939 2.38186  -0.0149
O 1.38286 1.43762 1.58102  -0.0585
C 2.65358 3.90563 0.60552  -0.0472
C 3.92957 2.81622 2.49034  -0.0054
C -0.77663 2.28250 3.38292  -0.0449
H 2.28981 1.82720 5.03923  0.0705
H 1.48901 0.61787 3.99566  0.0781
H 0.76543 1.14054 5.52374  -0.0390
H -0.09897 4.61990 4.24422  0.1212
H 0.64389 3.73547 5.57820  0.1267
H 2.83669 4.16775 4.78657  0.1064
H 1.95584 5.62450 4.77603  0.1147
H 3.43731 5.37561 2.84120  0.1162
H 1.72339 5.54051 2.37257  0.1140
H 1.71752 4.38334 0.31620  0.0886
H 3.44114 4.62970 0.39676  0.0984
H 2.77387 3.09346 -0.11142  0.0747
H 4.37328 1.90786 2.08277  0.0448
H 4.72117 3.56283 2.55384  0.0921
H 3.81988 2.48983 3.52452  0.0655
H -0.99952 1.21560 3.39442  0.0163
H -1.12631 2.65853 2.42145  0.0829
H -1.40137 2.78796 4.11934  0.0711
O -1.55144 -2.19353 -0.68065  0.0276
C -0.99703 -1.23489 -0.22325  -0.6680
N 0.30946 -1.18359 -0.22844  0.1970
C -1.57923 0.03275 0.35091  -0.0337
H 0.80290 -0.48313 0.30633  0.0879
H 0.73100 -1.93500 -0.75551  0.0690
H -2.65745 -0.10756 0.42738  0.0531
H -1.38324 0.90721 -0.26959  0.1002
H -1.12272 0.28061 1.30917  0.0163
O -6.69809 -1.24701 -2.51638  0.0209
C -5.73630 -1.70832 -1.90809  -0.5684
N -4.51647 -1.10308 -1.79540  0.1599
C -5.85549 -2.90283 -0.91836  0.0033
H -4.21742 -0.32336 -2.36348  0.1128
H -3.88064 -1.50738 -1.12283  0.0476
H -4.90166 -3.06452 -0.41621  0.0635
H -6.25960 -3.70616 -1.53434  0.0892
H -6.50426 -2.54528 -0.11876  0.0538
O 1.49617 -3.81212 -1.45298  -0.0181
C 0.88353 -4.82493 -1.89218  -0.5497
N -0.32879 -5.18108 -1.54496  0.1729
C 1.52468 -5.83236 -2.90545  0.0017
H -0.78593 -4.51170 -0.94241  0.0953
H -0.90869 -5.76589 -2.12961  0.1192
H 0.97932 -6.77558 -2.93733  0.0686
H 2.61212 -5.90670 -2.91143  0.0829
H 1.22642 -5.45426 -3.88329  0.0702

Results
<S²>   8.774
Spin multiplicity   6
Total charge   +1
Frontier orbital gap (alpha / beta)   7.26 / 2.94 eV
Lowest unoccupied orbital energy (alpha / beta)   -2.84 / -7.82 eV
Relative energy (zero: lowest compared OMol25 entry of this formula, charge and spin)   0.0 kcal/mol